Formula: C2H11NO3
Source: the Open Molecules 2025 dataset
Level of theory: the ωB97M-V functional and the def2-TZVPD basis

## Properties
SMILES: CNCO.O.O
F_max, Eh/bohr: 0.0266
Energy above the lowest of the compared OMol25 structures with the same formula, charge and spin, kcal/mol: 28.96
E_LUMO, eV: 0.791

```
! RIJCOSX wB97M-V def2-TZVPD def2/J DEFGRID3
* xyz 0 1
C 0.981 -3.824 -2.339
N 0.690 -3.090 -1.137
C 0.057 -1.802 -1.256
O 0.360 -0.939 -0.170
H 0.087 -4.004 -2.935
H 1.692 -3.241 -2.908
H 1.475 -4.749 -2.062
H 0.541 -3.546 -0.257
H -1.043 -1.874 -1.386
H 0.366 -1.392 -2.221
H 0.620 -1.546 0.533
H -3.904 4.583 -1.128
H -3.657 4.567 0.370
O -3.505 4.048 -0.426
H 1.737 3.304 4.712
H 1.547 4.541 3.823
O 1.848 4.261 4.698
*
```